C27H64N8O11SZn | the ωB97M-V functional and the def2-TZVPD basis

Structure (XYZ):
```
112
Properties=species:S:1:pos:R:3:forces:R:3:mulliken_charge:R:1
Zn -0.298780 -0.814955 1.584125 -0.1 -0.4 0.7 0.269
S -0.287039 -0.841397 -1.013942 1.1 -0.1 0.9 0.985
O 0.439945 -1.784347 -1.849450 -0.7 0.4 0.2 -0.773
O 0.644912 -0.205509 -0.000278 1.6 1.5 -1.2 -0.560
O -1.097783 0.113551 -1.758955 0.3 0.2 -0.3 -0.730
O -1.167687 -1.477984 -0.005637 -2.6 -2.2 -0.5 -0.266
C 3.075918 2.008803 1.358765 -0.5 -0.1 -0.4 -0.338
C 2.514883 3.447406 1.408671 0.6 -0.6 0.3 -0.680
N 3.161758 4.327999 2.380486 0.2 0.6 0.2 0.102
C 4.539028 4.650484 2.011185 -0.2 0.9 -0.5 -0.381
C 4.616089 5.496494 0.728259 0.2 -0.2 0.1 -1.303
C 3.141559 3.843735 3.758673 0.2 -0.2 -0.4 -0.562
C 1.738090 3.518806 4.252339 0.3 -0.1 0.5 -0.778
H 2.929061 1.444966 2.281817 0.1 0.2 0.1 0.276
H 4.125659 1.982110 1.068088 0.1 0.1 0.2 0.356
H 2.556009 1.430333 0.588634 -0.1 0.1 0.0 -0.140
H 2.656005 3.885506 0.423810 -0.1 0.1 0.0 0.298
H 1.442998 3.434329 1.597965 0.0 0.0 0.0 -0.081
H 4.967691 5.263620 2.805834 -0.1 -0.2 0.2 0.464
H 5.157659 3.748068 1.921271 0.1 0.0 0.0 0.311
H 3.954998 6.361731 0.773161 -0.3 -0.2 0.1 0.313
H 5.609544 5.923736 0.578768 0.1 -0.3 0.1 0.423
H 4.376292 4.891875 -0.144840 0.0 0.2 -0.1 0.279
H 3.598891 4.569621 4.437098 -0.2 0.4 -0.3 0.448
H 3.870172 3.016421 3.825650 -0.5 -0.5 0.2 0.412
H 1.133402 4.414257 4.401804 0.1 0.1 -0.3 0.309
H 1.818787 3.071474 5.246295 -0.1 -0.2 -0.1 0.418
H 1.201230 2.852002 3.579536 0.0 -0.2 0.1 -0.169
C 1.782946 2.212594 -2.568124 -1.6 -0.4 -0.5 0.485
C 0.644622 2.998787 -3.204855 0.8 1.8 -0.7 0.598
O 0.890783 4.129984 -3.642575 -0.3 -0.5 0.3 -0.766
N -0.559785 2.440006 -3.363041 -0.1 -1.1 0.3 0.517
C -1.665437 3.066761 -4.040451 -0.4 0.0 0.0 -1.088
H 1.461558 1.169636 -2.509196 0.5 -0.1 0.1 -0.391
H 1.997258 2.590585 -1.572847 0.2 0.1 -0.1 -0.552
H 2.578613 2.362975 -3.290731 0.4 -0.2 0.4 0.515
H -0.717634 1.536567 -2.923300 0.0 0.2 -0.2 -0.177
H -1.414386 3.447347 -5.029111 0.3 0.2 0.2 0.375
H -2.094797 3.865734 -3.432103 0.0 0.2 -0.2 0.276
H -2.440117 2.318738 -4.212476 0.0 -0.1 0.2 0.333
C -0.592813 -0.932986 -5.063284 -0.1 0.0 0.6 -0.545
C -1.937643 -1.633523 -4.956074 0.1 0.2 -0.6 0.793
O -2.509855 -2.027185 -5.962752 0.0 -0.2 0.1 -0.722
N -2.482175 -1.708245 -3.724480 0.0 -0.1 0.8 0.038
C -3.761380 -2.326352 -3.439111 -0.1 0.4 -0.3 -1.071
H -0.771494 0.019956 -5.561354 0.1 0.0 -0.1 0.233
H 0.122636 -1.522838 -5.632010 -0.2 0.0 -0.2 0.366
H -0.140988 -0.742525 -4.091968 -0.1 0.1 0.1 -0.046
H -1.974226 -1.341975 -2.925518 0.0 0.0 -0.5 -0.019
H -4.497473 -1.578780 -3.131287 0.0 0.0 0.1 0.253
H -3.650486 -3.060592 -2.642075 -0.1 -0.1 -0.1 0.239
H -4.148070 -2.770476 -4.353526 0.2 -0.2 0.1 0.473
C -2.475279 -1.980738 5.142409 0.6 -0.6 -0.1 -1.555
C -2.055075 -2.458541 3.757740 -1.3 1.3 0.2 0.578
O -1.419563 -1.722457 3.002389 0.6 -0.2 0.4 -0.145
N -2.567744 -3.620604 3.361254 0.8 -0.8 -0.5 0.002
C -2.152924 -4.301505 2.131519 -0.8 -0.2 -0.2 -0.694
H -1.719738 -2.364274 5.834340 -0.2 -0.1 0.2 0.359
H -3.460422 -2.376658 5.380825 0.1 0.0 0.2 0.423
H -2.458950 -0.903956 5.273748 0.0 0.1 -0.5 0.232
H -3.146669 -4.169088 3.972875 0.0 0.2 0.3 0.216
H -1.640815 -3.621771 1.456141 0.0 0.1 0.1 -0.020
H -3.066538 -4.658536 1.653465 0.1 0.1 -0.2 0.415
H -1.556558 -5.193988 2.322313 0.3 0.2 0.2 0.326
C 3.692163 -1.378819 -1.878926 0.0 0.6 0.4 -0.359
C 3.700334 -2.436552 -2.945094 0.8 0.1 0.0 0.472
O 4.751054 -2.717718 -3.511408 -0.2 -0.1 -0.2 -0.715
N 2.528118 -3.008972 -3.261919 -0.9 -0.2 -0.4 0.215
C 2.358738 -3.825164 -4.447927 -0.2 -0.4 0.1 -1.102
H 4.637868 -1.359825 -1.338100 0.0 -0.4 0.0 0.448
H 2.845814 -1.418427 -1.194230 0.0 -0.1 0.0 -0.127
H 3.679399 -0.394838 -2.357322 -0.3 -0.1 -0.2 0.079
H 1.667068 -2.792760 -2.766512 0.6 0.4 0.0 0.453
H 2.986141 -3.500868 -5.274625 0.3 0.0 0.2 0.355
H 1.329022 -3.763484 -4.805235 -0.1 0.2 0.2 0.338
H 2.536001 -4.876970 -4.211088 0.3 0.0 -0.3 0.308
C -2.915439 2.144612 3.158460 -0.4 0.4 -0.1 -1.327
C -2.005776 1.895932 1.999909 1.5 -0.1 0.4 0.352
O -1.314003 0.860308 1.978761 -0.4 0.2 0.0 0.206
N -1.796861 2.874109 1.124857 0.0 -0.1 0.4 0.057
C -0.832725 2.788550 0.033784 -0.3 -0.1 -0.4 0.037
H -2.538407 2.987861 3.740677 0.0 0.1 -0.1 0.403
H -2.930548 1.281724 3.813718 -0.1 -0.2 -0.2 0.088
H -3.917223 2.391780 2.802117 0.0 -0.1 0.2 0.403
H -2.282716 3.742798 1.271622 -0.1 0.0 -0.1 0.256
H -1.368352 2.404256 -0.833312 0.3 0.1 -0.2 -0.143
H -0.019684 2.097046 0.244030 -0.2 -0.1 0.2 -0.513
H -0.417208 3.774716 -0.161416 -0.1 0.0 -0.1 0.618
C -4.212526 1.295155 -1.634155 -0.1 0.4 0.3 -0.160
C -4.806490 0.241673 -0.730092 -1.3 -0.3 0.2 0.687
O -6.022071 0.164221 -0.580979 0.2 0.0 0.1 -0.748
N -3.946250 -0.589721 -0.113886 1.5 0.5 -0.5 0.563
C -4.209935 -1.694336 0.758636 -0.1 -0.4 0.3 -0.877
H -3.645568 0.865296 -2.457464 0.0 0.0 0.0 -0.128
H -3.573509 1.978497 -1.070370 0.3 -0.2 0.0 -0.031
H -5.038900 1.912666 -1.977848 0.0 -0.2 -0.3 0.394
H -2.970256 -0.461049 -0.364696 -0.1 -0.2 0.1 -0.531
H -3.898036 -1.495276 1.789372 -0.3 0.3 0.1 0.118
H -3.593952 -2.554906 0.493112 -0.1 0.1 -0.4 0.184
H -5.259000 -1.978561 0.725843 0.0 0.1 0.0 0.512
C 1.786908 -4.351618 0.256315 -0.2 0.7 0.2 -0.914
C 1.425203 -3.719185 1.598176 0.4 -0.6 -1.1 0.158
O 0.844050 -2.644736 1.646003 -0.1 0.3 0.7 -0.198
N 1.805933 -4.415990 2.678248 0.3 -0.4 0.6 -0.109
C 1.546143 -3.995267 4.035183 0.2 1.2 0.4 -0.569
H 2.847017 -4.166181 0.074889 0.0 -0.1 -0.1 0.409
H 1.213144 -3.811675 -0.495388 0.1 0.0 -0.1 -0.068
H 1.578777 -5.416202 0.177576 0.0 0.0 0.3 0.474
H 2.490301 -5.137657 2.526805 -0.2 -0.1 -0.1 0.266
H 2.228633 -3.212575 4.389409 0.1 0.1 -0.4 0.309
H 1.660280 -4.762354 4.796881 -0.4 -0.5 -0.5 0.359
H 0.558649 -3.534726 4.041708 -0.1 -0.2 0.2 -0.059
```
Forces are in eV/Å.

## Properties
Charge ... 0
Energy above the lowest of the compared OMol25 structures with the same formula, charge and spin ... 168.2 kJ/mol